No. 1
# C29H40CeN2O2P3

C29H40CeN2O2P3 as an isolated structure (ωB97M-V/def2-TZVPD, the Open Molecules 2025 dataset).

Calculated values
DFT total energy, a.u.: -2887.9401
Relative energy (zero: lowest compared OMol25 entry of this formula, charge and spin), kcal/mol: 0.0
Orbital gap (spin up / spin down), eV: 6.46 / 6.46
LUMO (spin up / spin down), eV: -2.663 / -2.664
Total charge: +1
Largest force on an atom, eV/A: 2.3

```
77
Properties=species:S:1:pos:R:3:forces:R:3:mulliken_charge:R:1
C 3.833197 4.340964 -0.000181 0.485 -0.260 0.582 -1.295
C 2.687409 3.514450 -0.132950 -0.599 -0.337 -0.228 1.032
N 2.585764 2.345631 0.615215 -0.239 0.096 -0.425 0.222
C 3.606481 1.989669 1.417000 0.968 0.634 0.296 0.959
C 4.755357 2.772316 1.560195 -0.303 -0.957 0.363 -0.978
C 4.862851 3.964490 0.853751 -0.879 0.416 -0.775 -0.456
C 1.669287 3.885130 -1.077594 -0.009 0.025 -0.134 -1.440
P 0.149983 2.996407 -1.227594 1.154 0.221 0.238 1.123
Ce 0.340181 0.947461 0.615172 0.026 -0.121 -1.536 -0.086
P 2.346024 -0.544467 1.577019 1.236 0.149 0.892 1.225
C 3.494537 0.743394 2.287173 -0.202 -0.383 0.085 -1.363
O 3.219958 2.297652 -3.080929 0.092 0.515 -0.487 -0.685
O 4.138920 0.164718 -1.778238 0.132 -0.333 -0.486 -0.597
H 3.860673 5.266488 -0.574529 0.108 -0.248 0.201 0.424
H 5.540686 2.432209 2.238605 -0.236 0.170 -0.267 0.429
H 5.732574 4.598788 0.968189 0.008 -0.032 -0.015 0.420
C -1.246786 3.858849 -0.400006 -0.350 0.082 -0.400 -1.302
C -0.337475 2.635818 -2.938118 -0.368 0.254 -0.341 -0.983
H 4.480150 0.285044 2.455785 -0.188 0.244 -0.143 0.555
H 3.130627 1.027225 3.290453 -0.053 -0.063 -0.356 0.408
H 2.663047 2.914988 -2.553136 0.036 -0.086 0.238 0.306
H 1.822579 4.863869 -1.561902 -0.300 -0.466 0.284 0.210
C 1.497771 -1.315214 3.012539 -0.052 -0.226 0.061 -1.314
C 3.364468 -1.798838 0.801040 0.141 -0.601 -0.401 -1.183
H 1.507160 0.136416 -1.786977 0.262 0.232 0.741 0.225
H 4.085697 -0.536042 -2.454490 0.103 0.504 0.408 0.309
H 3.866963 0.990777 -2.254685 0.193 -0.417 0.243 0.328
H 3.845432 2.871166 -3.549650 -0.149 -0.262 0.112 0.266
H -0.003641 1.838313 2.137866 -0.643 0.879 2.055 -0.114
H 2.018899 0.286868 -1.227030 -0.377 -0.216 -0.794 -0.196
H -1.500149 4.780219 -0.942872 -0.035 -0.158 0.263 0.442
H -2.131459 3.199961 -0.388781 0.127 0.245 -0.046 0.360
H -0.989011 4.108933 0.639442 0.079 -0.071 -0.334 0.350
H -0.670380 3.536194 -3.471602 0.093 -0.224 0.014 0.518
H 0.507662 2.182663 -3.475890 -0.164 0.195 0.240 0.304
H -1.159658 1.903584 -2.919038 0.173 0.330 -0.037 0.160
H 4.041893 -2.329614 1.477213 -0.136 0.198 0.064 0.452
H 2.674491 -2.526926 0.358100 0.112 0.031 0.052 0.290
H 3.939855 -1.354943 -0.020723 -0.150 0.101 0.232 0.237
H 2.182422 -1.849376 3.685029 -0.112 0.196 -0.154 0.550
H 0.942996 -0.561068 3.596080 0.254 -0.138 -0.228 0.374
H 0.765731 -2.032863 2.612125 0.260 0.130 0.091 0.212
N -0.374188 -0.869360 0.086756 -0.888 -0.460 0.338 -0.008
P -1.838905 -1.543594 0.098969 1.834 0.468 -0.308 1.224
C -2.463918 -1.252920 -1.568518 -0.675 -0.145 -0.244 -0.060
C -3.788394 -1.592097 -1.893875 0.350 0.169 -0.328 -0.290
C -4.241193 -1.417197 -3.203492 0.136 0.012 0.126 -0.749
C -3.371924 -0.910231 -4.179127 0.026 0.006 0.069 -0.471
C -2.048403 -0.583135 -3.863299 -0.179 -0.195 0.125 -0.453
C -1.588032 -0.770988 -2.559644 -0.228 0.001 0.136 -0.563
C -1.741732 -3.321545 0.362464 -0.092 -0.456 0.352 0.511
C -2.455322 -3.973028 1.383904 0.197 -0.010 -0.388 -0.321
C -2.292734 -5.347494 1.573014 0.098 -0.047 -0.120 -0.680
C -1.423148 -6.070038 0.746504 -0.071 0.248 0.050 -0.444
C -0.703075 -5.421388 -0.265947 -0.087 0.164 0.028 -0.705
C -0.854779 -4.046454 -0.455113 -0.225 -0.121 0.243 -0.600
C -2.829366 -0.800633 1.420025 -0.412 0.611 0.136 -0.041
C -2.407802 -0.950656 2.761517 -0.217 0.031 -0.206 0.113
C -3.130260 -0.351656 3.795835 0.025 0.011 -0.194 -0.883
C -4.254079 0.428580 3.497846 0.018 -0.080 -0.200 -0.553
C -4.634698 0.642688 2.167038 0.102 0.055 0.166 -0.725
C -3.909919 0.057201 1.127187 0.244 -0.397 0.279 -0.628
H -4.442220 -1.994977 -1.117773 0.066 0.080 -0.287 0.467
H -5.270293 -1.684993 -3.454008 0.371 0.130 0.000 0.420
H -3.723218 -0.776079 -5.202954 0.044 -0.044 0.299 0.400
H -1.363886 -0.196321 -4.628433 -0.374 -0.208 0.311 0.452
H -0.546141 -0.553730 -2.308952 -0.444 -0.086 -0.008 0.639
H -3.133134 -3.400714 2.017405 0.140 -0.236 -0.135 0.397
H -2.850385 -5.853028 2.367594 0.241 0.169 -0.336 0.408
H -1.302306 -7.144620 0.894436 -0.042 0.332 -0.046 0.389
H -0.024641 -5.986284 -0.914306 -0.289 0.217 0.309 0.399
H -0.289890 -3.522915 -1.227894 -0.126 -0.168 0.153 0.404
H -1.510002 -1.530725 2.993457 -0.374 0.056 -0.087 0.503
H -2.817281 -0.500969 4.835955 -0.135 0.114 -0.485 0.423
H -4.829534 0.881358 4.308273 0.189 -0.142 -0.284 0.408
H -5.501535 1.270111 1.936842 0.380 -0.212 0.113 0.432
H -4.166830 0.256530 0.087241 -0.104 -0.113 0.251 0.483
```
Forces are in eV/Å.


No. 2
# C14H20N5O4

An isolated ion of composition C14H20N5O4 and charge +1 (ωB97M-V/def2-TZVPD, the Open Molecules 2025 dataset).

Calculated values
DFT total energy, a.u.: -1119.8200
Relative energy (zero: lowest compared OMol25 entry of this formula, charge and spin), kcal/mol: 50.5
Orbital gap, eV: 8.59
LUMO, eV: -2.890
SMILES string: Cc1nonc1O[C@@H](C)C[NH2+]CCNc1ccc([N+](=O)[O-])cc1
Total charge: +1
Largest force on an atom, eV/A: 1.5

```
43
Properties=species:S:1:pos:R:3:forces:R:3:mulliken_charge:R:1
C 2.814502 0.698362 2.630185 -0.009 0.132 0.376 -1.290
C 2.272980 -0.155739 1.563271 -0.466 -0.075 -0.887 0.621
N 2.264911 -1.453418 1.560748 0.555 0.392 0.901 -0.436
O 1.651752 -1.886267 0.465091 -0.306 -0.073 -0.763 -0.173
N 1.233919 -0.830247 -0.292461 0.402 0.744 0.435 0.031
C 1.602487 0.254080 0.344844 0.156 -1.457 0.318 0.507
O 1.418553 1.489499 -0.072597 0.199 0.256 0.133 -0.402
C 0.417285 1.749331 -1.063543 -0.474 0.163 -0.398 1.365
C 0.266963 3.265762 -1.106787 0.086 -0.402 0.129 -1.801
H 1.172529 3.723703 -1.494007 0.104 0.081 -0.087 0.394
H 0.101214 3.641162 -0.101344 -0.032 0.015 0.060 0.430
H -0.575386 3.550285 -1.729404 -0.085 0.020 -0.097 0.447
H -0.509503 1.283854 -0.713023 0.155 0.054 -0.030 -0.403
C 0.779093 1.207343 -2.459446 0.102 0.553 0.324 -0.969
N 0.434967 -0.225902 -2.678327 0.160 -0.330 0.011 0.177
H 1.134252 -0.622057 -3.309765 -0.065 0.040 0.158 0.406
C -0.899520 -0.531243 -3.258919 -0.703 0.028 -0.037 -0.824
H -0.837037 -1.526040 -3.705102 0.092 0.092 0.005 0.442
H -1.117991 0.187103 -4.051755 0.129 -0.041 -0.025 0.433
C -2.056509 -0.537319 -2.242875 0.215 0.021 -0.202 -0.642
N -1.859662 -1.535962 -1.233363 -0.078 -0.333 -0.309 -0.102
C -1.684866 -1.349847 0.113488 0.080 0.045 0.553 0.434
C -1.838783 -0.107179 0.743713 -0.180 -0.198 -0.149 -0.289
C -1.426160 0.066551 2.046564 0.210 -0.179 0.354 -0.580
C -0.915131 -1.011670 2.758724 -0.537 -0.161 -1.143 -0.189
C -0.905969 -2.286908 2.199478 -0.009 0.273 0.244 -0.560
C -1.278285 -2.448754 0.886955 -0.235 0.218 -0.030 -0.777
H -1.225017 -3.424698 0.430415 0.069 -0.149 -0.064 0.385
H -0.555566 -3.118174 2.790733 0.037 -0.078 0.023 0.495
N -0.347274 -0.795778 4.055779 0.222 0.084 0.286 1.067
O 0.054500 0.332306 4.284900 0.006 0.261 0.308 -0.641
O -0.260335 -1.735004 4.808904 0.033 -0.196 0.234 -0.612
H -1.496634 1.030584 2.526614 -0.004 0.061 0.025 0.478
H -2.308760 0.720315 0.234875 -0.017 0.076 -0.063 0.795
H 0.598240 -0.711674 -1.706767 -0.059 -0.021 -0.543 0.213
H -1.905700 -2.495363 -1.539628 -0.026 0.046 0.015 0.221
H -2.971460 -0.739546 -2.812748 0.096 0.160 0.040 0.424
H -2.171027 0.444282 -1.788010 -0.072 -0.028 -0.015 0.211
H 0.266894 1.812674 -3.209128 0.019 -0.116 0.009 0.335
H 1.855013 1.334821 -2.598851 -0.069 -0.079 -0.070 0.424
H 3.577249 0.160162 3.184492 0.093 0.042 0.019 0.382
H 3.217511 1.617258 2.213380 0.118 0.025 0.001 0.347
H 2.011762 0.959351 3.324699 0.085 0.033 -0.050 0.220
```
Forces are in eV/Å.


No. 3
# C26H36BrF6N7O3S2SeSr

C26H36BrF6N7O3S2SeSr as an isolated structure (ωB97M-V/def2-TZVPD, the Open Molecules 2025 dataset).

Calculated values
DFT total energy, a.u.: -8023.2098
Relative energy (zero: lowest compared OMol25 entry of this formula, charge and spin), kcal/mol: 40.3
Orbital gap, eV: 5.05
LUMO, eV: 3.881
Total charge: -2
Largest force on an atom, eV/A: 1.7

```
83
Properties=species:S:1:pos:R:3:forces:R:3:mulliken_charge:R:1
Sr -0.009108 -0.323092 1.044254 0.649 -0.339 0.396 1.289
N 2.400073 0.588266 -2.100778 0.188 -0.046 0.148 -0.160
C 1.447187 1.406921 -2.840497 -0.135 -0.104 -0.118 -0.948
C 0.324556 1.988061 -1.989243 0.102 -0.021 0.025 -1.365
N -0.433937 1.041162 -1.172032 -0.100 0.164 -0.070 1.419
C -1.413578 1.789875 -0.348307 -0.238 0.260 -0.246 -1.132
C -0.809693 2.698259 0.745558 -0.085 -0.028 -0.556 -0.379
N -0.816325 2.032085 2.047273 -0.151 -0.064 -0.060 -0.349
C -1.042051 0.019625 -2.045835 -0.318 -0.081 -0.011 -0.512
C -2.244290 -0.744869 -1.476168 0.043 0.126 -0.011 -0.837
N -3.456776 0.045219 -1.675338 -0.034 -0.054 -0.029 -0.380
H 3.323217 0.678246 -2.515904 -0.023 0.111 0.058 0.377
H 2.522584 0.908177 -1.126042 0.051 0.040 0.094 0.210
H 1.916982 2.275204 -3.321789 0.024 -0.020 0.007 0.417
H 1.015889 0.805383 -3.650847 -0.011 0.037 0.001 0.427
H 0.743058 2.746005 -1.328742 0.085 -0.018 -0.009 0.489
H -0.360910 2.505876 -2.683432 -0.045 0.014 0.060 0.242
H -2.078488 2.373634 -0.995055 0.026 0.023 -0.003 0.395
H -2.083861 1.086380 0.151568 -0.049 0.017 -0.068 0.719
H 0.221196 2.953065 0.518577 0.068 0.006 -0.009 -0.055
H -1.393266 3.621936 0.690889 0.020 0.025 0.410 0.108
H -0.132556 2.429534 2.680823 -0.009 0.031 -0.017 0.172
H -1.744059 2.089196 2.460916 0.010 0.046 0.020 0.237
H -1.423592 0.481314 -2.972602 0.171 0.090 -0.018 0.361
H -0.252614 -0.681749 -2.324322 0.033 0.007 -0.042 -0.243
H -2.269281 -1.720608 -1.977748 -0.014 0.016 -0.018 0.202
H -2.150407 -0.978097 -0.409903 -0.003 -0.080 -0.113 0.569
H -3.834280 -0.069544 -2.605823 -0.034 -0.041 0.023 0.217
H -4.178191 -0.158596 -0.996376 0.018 0.050 0.034 0.194
Br 5.609881 0.233129 3.712619 0.054 -0.064 0.028 -0.259
C 4.328142 1.255503 2.746179 0.250 0.411 0.117 -0.280
C 4.028805 2.513100 3.130246 0.099 -0.198 0.011 -0.041
C 3.140737 3.270024 2.319349 -0.127 0.169 0.007 -1.149
C 2.787854 2.709543 1.108725 0.035 -0.198 -0.027 -0.465
N 3.071294 1.474598 0.704076 -0.206 0.412 -0.487 -0.323
C 3.659379 0.614791 1.628318 -0.796 -1.321 0.763 -0.426
H 4.483634 2.942206 4.014438 0.009 0.006 0.002 0.374
H 2.881135 4.291712 2.560590 0.009 0.004 -0.004 0.399
H 2.287247 3.336876 0.371782 -0.050 0.031 -0.042 0.642
H 4.173138 -0.235689 1.202052 0.323 0.250 -0.281 0.399
F -9.491633 4.651229 3.890408 0.005 -0.005 0.001 -0.333
C -8.360927 4.180848 3.327252 -0.005 -0.001 0.003 0.486
C -7.168874 4.866340 3.459345 0.000 0.003 0.001 0.011
F -7.146548 6.016889 4.159783 0.001 -0.004 -0.003 -0.318
C -6.016713 4.375062 2.874010 -0.001 -0.005 0.011 0.477
F -4.906009 5.107752 3.044032 0.010 0.001 0.005 -0.307
C -5.976466 3.191139 2.132603 0.015 0.035 -0.008 -0.370
Se -4.407518 2.556992 1.298996 -0.018 -0.019 -0.040 -0.507
C -7.204533 2.531879 2.028476 0.002 0.009 0.003 0.534
F -7.306364 1.387871 1.335471 0.004 -0.005 0.002 -0.304
C -8.369767 3.003703 2.604097 0.002 0.002 0.001 0.029
F -9.526522 2.327594 2.464955 -0.003 -0.005 -0.002 -0.322
S 2.244634 -0.727388 2.518650 0.670 0.370 0.075 -0.624
F -1.564333 -1.840202 1.408600 -0.464 -0.239 0.116 -1.014
C 4.136095 -3.744740 2.636685 -0.019 0.009 -0.036 -0.978
S 2.940383 -4.171943 1.368347 0.003 -0.070 0.013 0.828
C 1.467879 -4.222294 2.426968 -0.021 0.017 0.076 -0.747
O 3.219550 -5.608348 1.006297 0.003 0.047 0.002 -0.819
H 4.110744 -4.524422 3.399629 0.000 0.016 0.006 0.374
H 3.866873 -2.758416 3.021878 0.009 -0.003 0.022 0.222
H 5.113078 -3.717982 2.155867 0.002 0.004 0.003 0.312
H 0.733248 -3.482704 2.114878 0.081 0.017 -0.075 -0.031
H 1.729713 -4.038379 3.466793 0.019 -0.014 -0.003 0.334
H 1.089464 -5.235644 2.293876 -0.023 0.008 0.010 0.428
O 5.237140 -1.472129 -4.045565 0.001 -0.020 -0.029 -0.544
C 3.929362 -1.496233 -4.597274 0.016 -0.039 0.035 -0.650
N 2.937364 -1.888559 -3.643917 0.073 -0.129 0.053 0.349
C 2.280493 -3.079526 -3.723453 0.162 0.068 0.074 0.237
O 2.441627 -3.880414 -4.632480 -0.070 -0.002 -0.052 -0.747
C 1.311608 -3.317914 -2.612530 -0.040 -0.003 -0.035 0.779
C 0.271741 -4.222883 -2.786301 0.050 -0.063 0.066 -0.383
C -0.650557 -4.383830 -1.768329 0.023 0.009 -0.002 -1.036
C -0.525413 -3.606939 -0.621425 -0.050 0.039 -0.065 -0.511
N 0.480447 -2.753579 -0.444981 -0.024 0.207 -0.050 0.978
C 1.389242 -2.635325 -1.406406 0.022 -0.053 0.065 -1.417
H 5.391489 -2.326578 -3.626936 -0.004 0.005 -0.007 0.335
H 3.860139 -2.182717 -5.441128 -0.005 0.008 -0.007 0.421
H 3.747296 -0.475441 -4.935256 -0.007 0.008 0.012 0.289
H 2.766399 -1.265544 -2.851532 -0.210 0.129 -0.289 -0.099
H 0.213767 -4.783485 -3.710758 -0.005 0.017 -0.005 0.457
H -1.475174 -5.077609 -1.862749 0.001 -0.003 -0.004 0.423
H -1.258798 -3.610854 0.178184 0.010 0.003 0.023 0.442
H 2.207644 -1.957942 -1.186507 -0.054 -0.019 0.069 0.759
```
Forces are in eV/Å.


Look up the DFT total energy of the first one.
-2887.9401 a.u.


Look up the largest force on an atom of the first one.
2.3 eV/A


The highest DFT total energy belongs to which entry?
C14H20N5O4